Density functional theory data (the ωB97M-V functional and the def2-TZVPD basis) for a structure of composition C33H36N3O5PS2Si2.

Each line ends with the Löwdin charge.
Positions of all 82 atoms, in Å:
C (0.444277, -1.350771, -0.308461)  -0.1771
C (1.107115, -0.222257, -1.348565)  -0.5209
S (-0.127300, 0.369600, -2.630792)  0.6940
C (-0.409307, 2.228232, -2.521093)  -0.6074
Si (-0.760621, 2.763554, -0.664015)  0.5246
O (-1.370888, 1.319354, 0.145413)  -0.4954
Si (-2.792243, 1.682663, 1.113928)  0.3518
C (-4.382321, 0.711554, 0.631034)  -0.2421
C (-4.780272, 0.765100, -0.957836)  -0.6324
N (-6.238249, 0.264927, -1.040620)  0.0272
N (-3.953624, -0.313220, -1.668913)  0.0352
N (-4.681425, 2.130631, -1.601043)  0.0290
P (-2.328424, 1.058344, 3.214911)  0.1765
S (-3.255535, 2.200080, 4.519587)  0.0179
H (0.217885, -0.881456, 0.761517)  0.0708
H (1.313047, -2.146389, -0.142372)  0.0831
H (-0.505861, -1.882479, -0.773569)  0.0782
H (1.612313, 0.632196, -0.717761)  0.0873
H (1.970089, -0.778077, -1.943995)  0.0816
H (0.489966, 2.829995, -2.997578)  0.0572
H (-1.407909, 2.443346, -3.135890)  0.0555
H (-1.880097, 3.712056, -0.716425)  -0.0386
H (0.460549, 3.314009, -0.088832)  -0.0314
H (-3.076007, 3.129669, 1.143884)  -0.0115
H (-4.281493, -0.440770, 0.916164)  0.1117
H (-5.261109, 1.118284, 1.325955)  0.1083
H (-6.705580, 0.620380, -1.902853)  0.0644
H (-6.743618, 0.727374, -0.227955)  0.0784
H (-2.932559, -0.104908, -1.583016)  0.0309
H (-4.256168, -0.433487, -2.663209)  0.0775
H (-5.167887, 2.028001, -2.542465)  0.0830
H (-3.681433, 2.362439, -1.882209)  0.0529
H (-2.838995, -0.297325, 3.463537)  -0.0340
H (-0.902648, 1.012078, 3.439322)  -0.0458
C (6.059964, 3.212306, 6.880229)  -0.0593
C (5.334589, 2.031543, 7.037180)  -0.0590
C (3.984721, 1.989163, 6.684575)  0.0051
C (3.354505, 3.135114, 6.184480)  -0.0866
C (4.073569, 4.322205, 6.050715)  -0.0856
C (5.432731, 4.357945, 6.388519)  0.0054
C (3.406805, 5.550005, 5.571122)  -0.2798
O (4.038596, 6.592304, 5.449964)  0.0952
C (1.966706, 5.505685, 5.248275)  -0.0889
C (1.308901, 6.676072, 4.847860)  0.0039
C (-0.049994, 6.640167, 4.527812)  -0.0571
C (-0.751862, 5.437080, 4.597377)  -0.0552
C (-0.100413, 4.270775, 5.001345)  -0.0046
C (1.259527, 4.307578, 5.336820)  -0.0846
C (1.930936, 3.076106, 5.797300)  -0.2783
O (1.313701, 2.019282, 5.863168)  0.0899
H (7.114272, 3.242895, 7.146354)  0.1073
H (5.820337, 1.142129, 7.432367)  0.1073
H (3.426065, 1.062441, 6.804937)  0.1212
H (6.003920, 5.277534, 6.273897)  0.1212
H (1.850323, 7.618871, 4.787866)  0.1205
H (-0.560017, 7.551173, 4.222170)  0.1071
H (-1.808690, 5.407359, 4.341163)  0.1014
H (-0.656028, 3.336180, 5.057990)  0.0608
C (2.170512, -8.992246, -5.075777)  -0.0584
C (2.347329, -8.582757, -3.754391)  -0.0582
C (1.851354, -7.347708, -3.333760)  0.0055
C (1.186634, -6.513478, -4.240777)  -0.0861
C (1.031519, -6.912265, -5.567818)  -0.0852
C (1.514453, -8.159858, -5.983744)  0.0062
C (0.375923, -6.019217, -6.544923)  -0.2787
O (0.236104, -6.370260, -7.710017)  0.0966
C (-0.100490, -4.694421, -6.099921)  -0.0862
C (-0.671725, -3.814460, -7.028469)  0.0066
C (-1.137038, -2.564847, -6.613416)  -0.0544
C (-1.042174, -2.195033, -5.272106)  -0.0643
C (-0.468484, -3.067392, -4.345977)  0.0064
C (0.012140, -4.315759, -4.763008)  -0.0821
C (0.649651, -5.216696, -3.782577)  -0.2770
O (0.737618, -4.890555, -2.604406)  0.0922
H (2.548927, -9.958735, -5.401391)  0.1076
H (2.869839, -9.226073, -3.049899)  0.1075
H (1.988525, -7.036886, -2.299365)  0.1212
H (1.384982, -8.483770, -7.014936)  0.1215
H (-0.752449, -4.096751, -8.076992)  0.1214
H (-1.575481, -1.881029, -7.337041)  0.1075
H (-1.411133, -1.224613, -4.947190)  0.0813
H (-0.393370, -2.769831, -3.301373)  0.1007

Forces on atoms 1 to 2 (eV/Å):
C 0.97 0.00 0.15
C 0.90 -0.92 1.12

Kohn-Sham gap: 7.41 eV



Density functional theory data (the ωB97M-V functional and the def2-TZVPD basis) for a cluster of 4 separate species, C33H36N4O4 in total.

Each line ends with the Löwdin charge.
Positions of all 77 atoms, in Å:
C (-4.880379, 3.310208, 0.967168)  -0.0960
C (-4.567869, 1.899490, 1.496038)  -0.2245
C (-3.465418, 1.903684, 2.554840)  -0.2169
N (-2.155046, 2.157604, 1.942390)  0.0277
C (-1.539568, 0.982555, 1.425821)  -0.2005
C (-0.965652, 0.027191, 2.259335)  0.0519
C (-0.297175, -1.057533, 1.721258)  -0.0823
C (-0.217021, -1.228874, 0.342151)  -0.0755
C (-0.826344, -0.312933, -0.503230)  0.0732
C (-1.471327, 0.787322, 0.038824)  -0.2349
O (-2.060084, 1.692215, -0.787394)  -0.0810
C (-1.155899, 2.598289, -1.445900)  -0.2101
C (-1.729698, 4.007080, -1.383445)  -0.0584
C (0.540813, -2.400691, -0.169059)  -0.2802
O (0.261206, -2.956747, -1.209874)  0.1133
C (1.699306, -2.851674, 0.671608)  -0.1176
C (2.866928, -3.460071, -0.042004)  -0.0148
C (1.620487, -2.677428, 1.998468)  -0.0959
C (2.686735, -3.078142, 2.983872)  -0.0758
C (2.945999, -1.933086, 3.952394)  -0.2458
O (3.664270, -1.010401, 3.667372)  0.0638
C (0.388573, -2.053861, 2.583632)  -0.2874
O (0.015273, -2.336956, 3.701099)  0.1279
H (-4.421767, 3.458746, -0.009505)  0.0498
H (-5.950682, 3.487238, 0.877509)  0.0644
H (-4.458190, 4.077222, 1.620491)  0.0697
H (-4.179740, 1.320331, 0.654711)  0.0900
H (-5.458936, 1.412631, 1.889356)  0.1026
H (-3.480555, 0.969729, 3.130658)  0.1102
H (-3.649259, 2.715916, 3.262173)  0.1164
H (-1.515205, 2.588879, 2.609388)  0.0803
H (-1.035642, 0.157231, 3.332429)  0.1422
H (-0.784988, -0.450021, -1.576558)  0.1404
H (-0.187716, 2.563453, -0.940633)  0.1218
H (-1.028650, 2.265946, -2.478401)  0.1202
H (-0.917955, 4.732392, -1.425676)  0.0756
H (-2.396659, 4.193574, -2.225190)  0.0756
H (-2.280653, 4.119695, -0.451848)  0.0616
H (2.765992, -3.369392, -1.120763)  0.0737
H (3.761934, -2.889900, 0.226245)  0.0934
H (3.059460, -4.495302, 0.236160)  0.0953
H (2.342211, -3.944277, 3.552691)  0.1318
H (3.627380, -3.279363, 2.476565)  0.1167
H (2.435213, -1.968051, 4.927859)  0.1265
C (3.229480, 3.802950, 2.972485)  -0.0721
C (2.469030, 4.705045, 3.700759)  -0.0701
C (1.102397, 4.495918, 3.797395)  -0.1458
N (0.476806, 3.471619, 3.219934)  0.0556
C (1.220357, 2.623698, 2.506773)  -0.1343
C (2.593252, 2.736550, 2.359316)  -0.0536
H (4.300421, 3.930874, 2.883792)  0.1071
H (2.925509, 5.553265, 4.191889)  0.1014
H (0.477983, 5.173234, 4.368963)  0.1049
H (0.661097, 1.829522, 2.032689)  0.0787
H (3.143352, 2.007750, 1.780479)  0.1061
C (5.447298, -3.252908, -4.463038)  -0.0839
C (6.267975, -2.177463, -4.164484)  -0.0774
C (5.678230, -0.947612, -3.913894)  -0.1600
N (4.363946, -0.740691, -3.946559)  0.0514
C (3.587846, -1.782461, -4.238080)  -0.1601
C (4.076532, -3.054204, -4.501115)  -0.0769
H (5.868656, -4.229741, -4.662808)  0.1042
H (7.343170, -2.286050, -4.125452)  0.0997
H (6.287480, -0.082830, -3.674854)  0.1016
H (2.521795, -1.583543, -4.257873)  0.1028
H (3.399441, -3.866300, -4.727789)  0.1014
C (-3.099887, -2.613701, -2.349832)  -0.0671
C (-3.710406, -1.376128, -2.226124)  -0.0616
C (-4.870392, -1.135852, -2.949361)  -0.1525
N (-5.434451, -2.028083, -3.759741)  0.0492
C (-4.836687, -3.212981, -3.868958)  -0.1618
C (-3.676549, -3.553526, -3.190343)  -0.0716
H (-2.189146, -2.841762, -1.809413)  0.0852
H (-3.303988, -0.604636, -1.586913)  0.0783
H (-5.375140, -0.178441, -2.875682)  0.1028
H (-5.313903, -3.922902, -4.536047)  0.1001
H (-3.235206, -4.532524, -3.319143)  0.1000

Forces on atoms 1 to 2 (eV/Å):
C 0.20 -0.07 0.03
C 0.44 0.27 -0.13

SMILES: CCCNc1cc2c(cc1OCC)C(=O)C(C)=C(CC=O)C2=O.c1ccncc1.c1ccncc1.c1ccncc1
Kohn-Sham gap: 8.14 eV



Question: What is the Kohn-Sham gap in the second record?
Answer: 8.14 eV



Question: Which formula does entry 2 have?
Answer: C33H36N4O4